[1]
DFT (ωB97M-V/def2-TZVPD) results for a 2-piece molecular cluster, C5H8O2 overall.

Values from the calculation:
- ΔE to the lowest compared entry with this formula, charge and spin (eV) = 3.471
- structure (SMILES) = CC1=C[C@H]1O.C=O
- HOMO energy (eV) = -9.10
- lowest unoccupied orbital energy (eV) = 0.5124
- frontier orbital gap (eV) = 9.6

Last columns: bonded neighbours and bond lengths (Å).
Element x y z (Å)
1 C -1.2209 1.3972 -0.3228  C2 1.482, H6 1.094, H7 1.096, H8 1.096
2 C -0.0141 0.7824 -0.9246  C1 1.482, C3 1.306, C4 1.485
3 C 1.2180 0.8870 -1.3437  C2 1.306, C4 1.480, H9 1.081
4 C 0.6190 -0.4633 -1.4273  C2 1.485, C3 1.480, O5 1.409, H10 1.092
5 O 1.0054 -1.5117 -0.5693  C4 1.409, H11 0.972
6 H -1.0673 2.4592 -0.1106  C1 1.094
7 H -2.0800 1.2916 -0.9948  C1 1.096
8 H -1.4786 0.8921 0.6150  C1 1.096
9 H 2.0964 1.5020 -1.4837  C3 1.081
10 H 0.3318 -0.9109 -2.3810  C4 1.092
11 H 1.3160 -1.1051 0.2576  O5 0.972
12 C -0.1948 -1.3158 2.1720  O13 1.210, H14 1.104, H15 1.105
13 O 0.7830 -0.6051 2.1151  C12 1.210
14 H -0.4809 -1.9616 1.3240  C12 1.104
15 H -0.8333 -1.3381 3.0741  C12 1.105

Results of the Mulliken charge analysis, in e, for atoms 1 through 4: -0.94, 0.42, -0.37, -0.35

[2]
DFT (ωB97M-V/def2-TZVPD) results for a single C5H8O2 molecule.

Values from the calculation:
- ΔE to the lowest compared entry with this formula, charge and spin (eV) = 4.440
- HOMO energy (eV) = -8.10
- lowest unoccupied orbital energy (eV) = 0.7449
- frontier orbital gap (eV) = 8.8

Last columns: bonded neighbours and bond lengths (Å).
Element x y z (Å)
1 C 1.4857 0.2382 -1.1564  C2 1.517, H8 1.094, H9 1.094, H10 1.096
2 C 0.8146 -0.2952 0.0954  C1 1.517, O3 1.454, C6 1.523, H11 1.095
3 O 0.8152 0.7293 1.1272  C2 1.454, C4 1.328
4 C -0.0416 0.3331 2.0614  O3 1.328, H12 1.114
5 C -1.5507 0.4476 -0.1509  C6 1.340, H13 1.084, H14 1.085
6 C -0.6746 -0.5632 -0.0768  C2 1.523, C5 1.340, O7 1.347
7 O -0.9716 -1.8774 -0.0811  C6 1.347, H15 0.967
8 H 1.0008 1.1639 -1.4811  C1 1.094
9 H 2.5502 0.4320 -0.9947  C1 1.094
10 H 1.3852 -0.4995 -1.9601  C1 1.096
11 H 1.3078 -1.1952 0.4785  C2 1.095
12 H -0.3706 1.2873 2.5335  C4 1.114
13 H -2.6242 0.2974 -0.1254  C5 1.084
14 H -1.1922 1.4714 -0.1549  C5 1.085
15 H -1.9340 -1.9698 -0.1145  O7 0.967

Results of the Mulliken charge analysis, in e, for atoms 1 through 4: -1.30, 0.35, -0.28, -0.25